<a>
{
  "formula": "C4H8NO",
  "method": "ωB97M-V with the def2-TZVPD basis set",
  "lumo_ev": [-3.46, -5.12],
  "homo_ev": [-11.83, -14.63],
  "mol_weight_g_mol": 86.1,
  "spin_multiplicity": 3,
  "charge": 1,
  "homo_lumo_gap_ev": [8.375, 9.509],
  "elements": ["C", "C", "C", "C", "N", "O", "H", "H", "H", "H", "H", "H", "H", "H"],
  "positions_angstrom": [[-2.1925, 1.0542, -0.3623], [1.4272, 0.4823, 0.1496], [-1.2538, 0.2701, 0.0147], [-0.4394, -0.8431, 0.2277], [0.8458, -0.6873, -0.4735], [2.7090, 0.7666, -0.2356], [-1.9118, 2.0407, -0.2274], [-3.1567, 1.0790, -0.7764], [1.2010, 0.6137, 1.2398], [-0.9270, -1.7251, -0.2012], [-0.2742, -1.0258, 1.3704], [0.6558, -0.4866, -1.5034], [3.0327, 1.3555, 0.4071], [1.4499, -1.5030, -0.5091]]
}



<b>
{
  "formula": "C4H8NO",
  "method": "ωB97M-V with the def2-TZVPD basis set",
  "lumo_ev": [-3.06, -9.09],
  "homo_ev": [-11.42, -16.21],
  "mol_weight_g_mol": 86.1,
  "spin_multiplicity": 3,
  "charge": 1,
  "homo_lumo_gap_ev": [8.359, 7.117],
  "elements": ["C", "C", "C", "C", "N", "O", "H", "H", "H", "H", "H", "H", "H", "H"],
  "positions_angstrom": [[1.1196, -1.2307, -0.3528], [0.7364, 1.1723, 0.8998], [-0.2740, 0.5500, 0.1324], [-1.7333, 0.6890, 0.0136], [0.7733, -0.1078, 0.2617], [0.6754, -0.9985, -1.5282], [2.2237, -1.4039, -0.1908], [0.4342, -1.9529, 0.1157], [1.0904, 2.0668, 0.4324], [0.7168, 1.2029, 2.0481], [-2.3351, 1.6479, 0.2338], [-2.0324, -0.1508, 0.7180], [-2.2286, 0.2873, -0.7912], [0.8338, -1.7716, -1.9925]]
}



<a> is preferred energetically. Next in line: 331.1 kJ/mol higher.



<a>
{
  "formula": "C3H5PS",
  "method": "ωB97M-V with the def2-TZVPD basis set",
  "lumo_ev": 0.49,
  "homo_ev": -8.62,
  "mol_weight_g_mol": 104.1,
  "homo_lumo_gap_ev": 9.104,
  "elements": ["C", "C", "C", "P", "S", "H", "H", "H", "H", "H"],
  "positions_angstrom": [[-0.1324, -0.2342, -0.1252], [0.9508, 0.5114, -0.7940], [0.7796, 0.5090, 0.6880], [-1.8775, 0.2414, 0.0126], [2.3827, -0.2579, 0.0236], [0.3871, -1.9100, -0.1205], [0.8860, 1.1922, -1.6303], [0.9564, 1.1443, 1.6110], [-1.8609, -0.3968, 1.2158], [-2.4719, -0.7995, -0.8810]]
}



<b>
{
  "formula": "C3H5PS",
  "method": "ωB97M-V with the def2-TZVPD basis set",
  "lumo_ev": -0.69,
  "smiles": "C=CP(=C)=S",
  "homo_ev": -8.63,
  "mol_weight_g_mol": 104.1,
  "homo_lumo_gap_ev": 7.941,
  "elements": ["C", "C", "P", "C", "S", "H", "H", "H", "H", "H"],
  "positions_angstrom": [[-0.6362, 1.8797, -0.1234], [-0.6850, 0.5463, 0.2316], [0.7489, -0.4696, -0.1275], [0.4764, -2.1601, 0.0368], [2.3421, 0.6534, 0.1266], [-1.3987, 2.5764, -0.0463], [0.3601, 2.0675, -0.4979], [-1.6952, 0.1717, 0.6927], [1.1120, -3.0420, -0.1795], [-0.6245, -2.2233, -0.1130]]
}



<b> is preferred energetically. Next in line: 351.1 kJ/mol higher.



<a>
{
  "formula": "C4H12NO3",
  "method": "ωB97M-V with the def2-TZVPD basis set",
  "lumo_ev": -3.52,
  "homo_ev": -14.58,
  "mol_weight_g_mol": 122.1,
  "charge": 1,
  "homo_lumo_gap_ev": 11.059,
  "elements": ["O", "C", "C", "C", "C", "O", "N", "H", "H", "H", "H", "H", "H", "H", "H", "H", "H", "H", "H", "O"],
  "positions_angstrom": [[-2.1747, 0.3834, -0.9571], [-1.7010, -0.4683, -0.2627], [-0.5615, -0.1528, 0.6795], [0.3916, -1.3148, 1.0334], [1.1690, -0.8955, 2.3115], [1.2260, -1.4641, -0.0746], [0.2810, 0.9356, 0.0888], [-2.1721, -1.4607, -0.1931], [-0.9378, 0.2805, 1.6063], [-0.2024, -2.1829, 1.3120], [1.3357, 0.1522, 2.5436], [0.6689, -1.3965, 3.1452], [2.1357, -1.4014, 2.3336], [2.0126, -1.9904, 0.1031], [0.9903, 0.4736, -0.4974], [0.7404, 1.5522, 0.7275], [-0.2979, 1.5314, -0.5152], [1.5909, 2.4964, -2.6807], [0.2883, 3.1224, -2.9917], [0.6587, 2.4173, -2.4455]]
}



<b>
{
  "formula": "C4H12NO3",
  "method": "ωB97M-V with the def2-TZVPD basis set",
  "lumo_ev": -3.10,
  "homo_ev": -13.53,
  "mol_weight_g_mol": 122.1,
  "charge": 1,
  "homo_lumo_gap_ev": 10.426,
  "elements": ["C", "C", "C", "C", "N", "O", "O", "O", "H", "H", "H", "H", "H", "H", "H", "H", "H", "H", "H", "H"],
  "positions_angstrom": [[1.8437, -0.4116, -1.0183], [1.5549, 0.0346, 0.4122], [-1.2884, -0.7740, 0.2427], [0.2186, 0.5280, 0.7331], [-1.3504, -0.6021, -1.1540], [-2.4486, -0.1636, 0.6885], [-0.2021, 1.5287, -0.1780], [-0.1866, 0.8100, 1.9852], [2.7932, -0.8091, -1.2580], [1.7366, 0.5033, -1.5417], [1.1080, -1.0858, -1.3392], [1.7222, -0.8499, 1.1658], [2.2714, 0.6983, 0.7676], [-1.0923, -1.7090, 0.7320], [-0.9339, 0.3844, -1.2482], [-2.3809, -0.5374, -1.4776], [-0.6328, -1.1758, -1.7083], [-2.1400, 0.2572, 1.5087], [-1.0377, 2.0663, 0.1187], [0.4450, 1.3075, 2.5690]]
}



<c>
{
  "formula": "C4H12NO3",
  "method": "ωB97M-V with the def2-TZVPD basis set",
  "lumo_ev": -3.06,
  "homo_ev": -13.91,
  "mol_weight_g_mol": 122.1,
  "charge": 1,
  "homo_lumo_gap_ev": 10.849,
  "elements": ["C", "O", "C", "C", "C", "O", "N", "H", "H", "H", "H", "H", "H", "H", "H", "H", "H", "H", "H", "O"],
  "positions_angstrom": [[0.5984, -0.8026, -1.5263], [1.7412, -0.9784, -0.6170], [-0.4282, 0.0768, -0.8854], [-1.3445, -0.7961, -0.0588], [-2.4548, -0.0308, 0.8108], [-2.4278, 1.2093, 0.8658], [0.2734, 1.2008, -0.1517], [0.1743, -1.7987, -1.8133], [0.8496, -0.3122, -2.4998], [2.3675, -1.5801, -1.1403], [-1.0248, 0.6902, -1.7836], [-0.7600, -1.4800, 0.6674], [-1.9295, -1.5484, -0.6767], [-3.0367, -0.7551, 1.4629], [-0.3858, 1.7956, 0.3581], [0.9302, 0.8987, 0.5962], [0.6764, 1.6549, -0.8927], [1.6333, 0.5788, 2.9840], [2.7796, 1.1309, 2.2285], [1.7681, 0.8464, 2.0720]]
}



<a> is preferred energetically. Next in line: 82.6 kJ/mol higher.